No. 1
Entry from the OMol25 dataset: a structure of composition C44H49AsBrO3SV in a non-equilibrium geometry (ωB97M-V/def2-TZVPD).

Each line ends with the Mulliken spin population.
Positions of all 100 atoms, in Å:
V: 0.40446 0.44631 -1.10026  1.148
C: 6.00163 -0.68964 3.95616  -0.002
C: 5.96534 0.61675 3.14229  -0.003
C: 6.06139 1.82055 4.09655  -0.002
C: 7.18260 0.63986 2.21450  0.000
C: 4.65172 0.69119 2.38589  -0.006
C: 4.59361 0.76433 0.99111  0.002
C: 3.36687 0.78415 0.38796  -0.013
Br: 3.16566 0.95796 -1.52298  -0.003
C: 2.15766 0.73149 1.10316  -0.013
O: 1.06571 0.67645 0.31028  -0.065
C: 2.18566 0.70445 2.50875  -0.012
C: 3.44823 0.68594 3.09061  0.006
C: 0.95390 0.62207 3.42349  -0.003
C: 0.97797 1.81159 4.39636  -0.001
C: -0.39948 0.64890 2.70095  0.002
C: 1.04002 -0.70123 4.20347  -0.001
H: 6.95782 -0.77051 4.47074  0.000
H: 5.88479 -1.55969 3.30795  0.000
H: 5.21500 -0.71549 4.71151  0.000
H: 6.98296 1.75736 4.67299  0.000
H: 5.22799 1.84487 4.79922  0.000
H: 6.06131 2.75850 3.53977  0.000
H: 8.09353 0.60411 2.80916  0.000
H: 7.21858 1.55880 1.62648  0.000
H: 7.19735 -0.22579 1.54932  0.000
H: 5.49113 0.82066 0.39139  0.000
H: 3.49980 0.65356 4.16953  -0.001
H: 0.96614 2.76041 3.85776  0.000
H: 1.85753 1.79534 5.03747  0.000
H: 0.09897 1.77101 5.03983  0.000
H: -0.55343 1.59025 2.16563  -0.002
H: -1.18062 0.56904 3.45720  0.000
H: -0.51798 -0.19533 2.01831  0.003
H: 1.92741 -0.73594 4.83262  0.000
H: 1.07682 -1.55237 3.51949  0.000
H: 0.16883 -0.80788 4.85008  0.000
C: -0.40255 3.81552 -0.47403  -0.004
C: -0.84091 3.05479 -1.68219  0.013
O: -0.41047 1.84443 -1.80218  -0.030
C: -1.72485 3.62168 -2.64606  0.010
C: -2.32967 4.87541 -2.41555  0.008
C: -3.23263 5.37853 -3.32272  -0.002
C: -3.53306 4.66958 -4.48408  0.018
C: -2.92041 3.44443 -4.74053  -0.004
C: -2.03154 2.92140 -3.83233  0.012
H: 0.22694 3.18569 0.15229  0.001
H: -1.26144 4.15415 0.10675  0.001
H: 0.17226 4.69782 -0.76288  0.001
H: -2.10095 5.44043 -1.52229  -0.001
H: -3.70805 6.33113 -3.13477  0.000
H: -4.23488 5.08431 -5.19549  0.000
H: -3.13796 2.91141 -5.65573  0.000
H: -1.55060 1.97416 -4.03679  0.001
O: 0.94903 -1.33212 -1.48162  -0.002
S: 0.34367 -2.71987 -1.11662  0.010
C: 1.20947 -3.89700 -2.17741  0.000
C: 1.34473 -5.11464 -1.27553  0.000
C: 1.86082 -4.62939 0.08787  0.000
C: 1.29002 -3.22796 0.35898  0.000
H: 2.16092 -3.44200 -2.45883  -0.001
H: 0.61161 -4.08326 -3.06839  0.000
H: 2.01963 -5.84685 -1.71458  0.000
H: 0.37224 -5.59760 -1.15599  0.000
H: 2.94877 -4.58698 0.08558  0.000
H: 1.56742 -5.32793 0.86820  0.000
H: 2.06704 -2.47423 0.49655  0.000
H: 0.59938 -3.19294 1.20100  0.000
C: -5.61066 2.47264 -1.06942  -0.001
C: -4.71830 2.54635 -0.00819  0.001
C: -3.60511 1.72116 0.01770  0.001
C: -3.38979 0.82576 -1.02663  -0.008
C: -4.29399 0.73116 -2.07790  -0.004
C: -5.40611 1.55892 -2.09405  0.001
As: -1.88523 -0.39840 -0.94303  -0.058
C: -2.78203 -1.94750 -0.19452  0.010
C: -3.22585 -2.10882 1.10604  -0.001
C: -4.04395 -3.19128 1.40464  0.000
C: -4.40190 -4.08337 0.40375  -0.001
C: -3.96713 -3.90504 -0.90265  -0.001
C: -3.15106 -2.82782 -1.22499  -0.009
C: -2.62614 -2.50563 -2.56494  0.008
C: -2.75292 -3.28211 -3.71165  0.001
C: -2.13297 -2.88760 -4.89048  -0.001
C: -1.36244 -1.73239 -4.94240  0.002
C: -1.24257 -0.93698 -3.81072  0.003
C: -1.89078 -1.31246 -2.64248  -0.003
H: -6.47820 3.11859 -1.08793  0.000
H: -4.90465 3.23526 0.80514  0.000
H: -2.91141 1.75365 0.85354  -0.001
H: -4.13450 0.01323 -2.87367  -0.001
H: -6.11785 1.48007 -2.90518  0.000
H: -2.95175 -1.39530 1.87386  0.000
H: -4.41228 -3.32887 2.41176  0.000
H: -5.05036 -4.91573 0.64111  0.000
H: -4.28623 -4.59803 -1.67026  0.000
H: -3.33593 -4.19355 -3.69492  0.000
H: -2.23690 -3.49202 -5.78161  0.000
H: -0.86898 -1.44747 -5.86161  0.000
H: -0.64289 -0.03049 -3.85372  0.001

Cartesian forces (eV/Å) of the 6 atoms listed first:
V 0.79 -2.77 -2.20
C -0.17 0.08 -0.05
C 0.38 0.04 0.18
C -0.15 -0.05 -0.07
C -0.17 0.01 -0.03
C -0.15 -0.02 0.05

The total energy is -8082.8537 Ha. The value obtained for the LUMO energy (alpha / beta) is -10.182 / -9.865 eV. Its expectation value of S² is 0.77. Its spin multiplicity is 2. The net charge is +3. The calculation puts the HOMO-LUMO gap (alpha / beta) at 0.211 / 0.222 Ha. For the strongest force on any atom, the calculation gives 3.6 eV/Å.

No. 2
Entry from the OMol25 dataset: a structure of composition C44H49CaN7O2S2Se in a non-equilibrium geometry (ωB97M-V/def2-TZVPD).

Each line ends with the Löwdin charge.
Positions of all 106 atoms, in Å:
Ca: -0.95750 2.00398 1.93932  1.096
C: 0.67187 4.97380 0.08937  -0.089
N: -0.34301 4.56359 -0.85112  -0.220
C: 0.18994 3.89691 -2.01587  -0.209
C: 0.41802 2.39561 -1.81392  -0.180
C: 1.72669 1.98215 -1.13307  -0.268
N: 1.65507 2.06021 0.29237  0.018
C: 2.05714 1.06873 0.97906  -0.136
C: 2.13184 1.03108 2.40925  -0.163
C: 2.88575 0.02502 3.02119  -0.073
C: 3.02571 -0.05436 4.38594  -0.123
C: 2.41352 0.91290 5.18467  -0.101
C: 1.68452 1.92381 4.61964  -0.024
C: 1.45965 2.01031 3.21637  -0.432
O: 0.69097 2.90046 2.73513  -0.298
C: -1.35119 5.55297 -1.14462  -0.238
C: -2.76252 4.96994 -0.99769  -0.165
C: -3.03081 4.45343 0.43201  -0.231
N: -2.75918 3.04803 0.55463  -0.053
C: -3.75599 2.25513 0.62744  -0.131
C: -3.72401 0.82698 0.68057  -0.151
C: -4.94484 0.14283 0.80020  -0.070
C: -5.01550 -1.22580 0.86533  -0.131
C: -3.82908 -1.96340 0.86196  -0.104
C: -2.62562 -1.33114 0.74630  -0.127
C: -2.50206 0.08068 0.61269  -0.499
O: -1.36579 0.62040 0.42112  -0.440
H: 1.36380 5.73006 -0.33452  0.082
H: 1.22783 4.09168 0.40007  0.050
H: 0.20380 5.38525 0.98113  0.083
H: 1.13356 4.37531 -2.35587  0.115
H: -0.54143 4.00664 -2.82661  0.108
H: 0.39365 1.91902 -2.79968  0.089
H: -0.40207 2.00181 -1.21315  0.080
H: 2.54465 2.63628 -1.48050  0.114
H: 1.96879 0.94777 -1.45829  0.058
H: 2.45016 0.16862 0.45991  0.099
H: 3.38828 -0.69978 2.38678  0.092
H: 3.60204 -0.85291 4.83430  0.082
H: 2.50716 0.85226 6.26167  0.100
H: 1.21462 2.67758 5.23906  0.112
H: -1.23831 5.96385 -2.16598  0.107
H: -1.25317 6.39274 -0.44965  0.111
H: -2.89246 4.14031 -1.69769  0.107
H: -3.48454 5.75590 -1.24858  0.097
H: -4.08634 4.66743 0.69611  0.106
H: -2.37984 4.98514 1.13273  0.111
H: -4.78199 2.68785 0.63548  0.124
H: -5.85908 0.72713 0.85105  0.098
H: -5.96914 -1.73042 0.94705  0.079
H: -3.86744 -3.04131 0.96514  0.095
H: -1.70524 -1.89134 0.80810  0.059
S: -1.30262 -0.28152 3.46987  0.608
C: -1.11530 0.36413 5.04309  -0.739
C: -0.62441 -0.49121 6.02921  -0.098
C: -0.37364 -0.07114 7.33028  -0.230
C: 0.09960 -0.97579 8.28539  -0.226
N: 0.47168 -1.73592 9.07143  0.121
C: -0.62793 1.28390 7.66496  -0.226
C: -1.17751 2.12655 6.69985  -0.104
C: -1.45668 1.70804 5.39968  -0.772
S: -2.22832 2.81514 4.33341  0.453
C: -0.31995 1.75611 8.94355  -0.230
N: -0.04347 2.15390 9.99172  0.119
H: -0.42284 -1.51697 5.74951  0.098
H: -1.39459 3.15345 6.96410  0.097
C: 3.82150 -2.65066 -3.44538  -0.101
C: 4.29012 -2.98218 -2.03113  -0.248
C: 3.31685 -2.50019 -0.95305  -0.190
C: 2.12561 -3.42295 -0.68182  -0.155
N: 1.20850 -3.53415 -1.78231  -0.031
C: 0.26307 -2.57539 -2.06455  -0.617
Se: -0.04265 -1.04388 -1.15252  1.008
N: -0.48551 -3.04831 -3.12380  -0.029
C: -1.63988 -2.37830 -3.65174  -0.161
C: -1.42078 -1.73987 -5.02877  -0.186
C: -0.62196 -0.43540 -5.01033  -0.255
C: 0.87165 -0.64124 -4.79141  -0.121
C: -0.02233 -4.28102 -3.48901  -0.155
C: -0.43700 -5.16649 -4.46824  -0.015
C: 0.29471 -6.34010 -4.62375  -0.114
C: 1.38374 -6.62317 -3.81929  -0.112
C: 1.78239 -5.76014 -2.80310  -0.017
C: 1.06665 -4.58522 -2.64655  -0.169
H: 4.58523 -2.92350 -4.17335  0.067
H: 3.62473 -1.58325 -3.53332  0.073
H: 2.91194 -3.19023 -3.69593  0.054
H: 5.25813 -2.49725 -1.86454  0.102
H: 4.44329 -4.06184 -1.93618  0.096
H: 2.93222 -1.51578 -1.23017  0.075
H: 3.85478 -2.39841 -0.00837  0.111
H: 1.57248 -3.00350 0.16731  0.111
H: 2.46725 -4.42855 -0.42271  0.124
H: -1.91014 -1.60567 -2.92360  0.084
H: -2.45952 -3.10525 -3.71748  0.127
H: -2.41123 -1.53740 -5.44576  0.107
H: -0.91847 -2.45464 -5.68737  0.101
H: -1.00768 0.21383 -4.22233  0.098
H: -0.77661 0.07150 -5.96874  0.100
H: 1.06291 -0.92239 -3.75996  0.017
H: 1.40847 0.28391 -4.99058  0.070
H: 1.26423 -1.41868 -5.44669  0.072
H: -1.29752 -4.95491 -5.08221  0.104
H: 0.00814 -7.03993 -5.39569  0.092
H: 1.94239 -7.53285 -3.98364  0.093
H: 2.62542 -5.99636 -2.17431  0.101

Cartesian forces (eV/Å) of the 6 atoms listed first:
Ca -1.35 0.42 0.40
C 0.15 0.11 0.03
N 0.02 0.18 0.06
C -0.09 -0.38 -0.08
C 0.25 0.13 0.01
C 0.20 -0.43 -0.63

The total energy is -6115.4574 Ha. The value obtained for the LUMO energy is 3.427 eV. The net charge is -2. The calculation puts the HOMO-LUMO gap at 0.167 Ha. For the strongest force on any atom, the calculation gives 2.1 eV/Å.